Formula: C15H31CuNO3P2
Source: OMol25
Level of theory: ωB97M-V/def2-TZVPD

```
53
Properties=species:S:1:pos:R:3:lowdin_charge:R:1
P 2.044 2.651 -2.765 0.619
P -3.300 1.317 3.364 0.831
C -0.590 0.541 1.867 -0.289
C -1.893 0.194 2.517 -0.466
H -0.517 1.578 1.503 0.020
H 0.301 0.229 2.429 0.004
H -2.563 -0.334 1.775 0.034
H -1.664 -0.439 3.384 0.051
C -3.051 1.126 5.177 -0.360
H -3.734 1.832 5.677 0.024
H -2.016 1.367 5.427 0.025
H -3.289 0.105 5.511 0.024
C -4.532 -0.029 3.186 -0.366
H -4.348 -0.838 3.906 0.032
H -4.472 -0.448 2.176 0.018
H -5.546 0.359 3.331 0.025
C 3.254 1.696 -1.820 -0.163
H 4.281 1.949 -2.114 0.056
H 3.105 0.624 -2.012 0.033
H 3.103 1.897 -0.747 0.069
C 1.612 1.671 -4.213 -0.162
H 0.527 1.700 -4.381 0.061
H 1.953 0.632 -4.115 0.050
H 2.134 2.106 -5.076 0.052
Cu -0.163 -0.779 0.319 0.384
C -0.910 -2.651 0.453 -0.180
C -0.058 -2.433 1.536 -0.167
C 1.435 -2.438 1.649 -0.164
C 2.095 -2.395 0.245 -0.161
C 1.566 -1.244 -0.557 -0.176
C 0.550 -1.307 -1.521 -0.173
C -0.158 -2.569 -1.973 -0.165
C -0.624 -3.457 -0.781 -0.179
C 2.691 4.208 -3.377 -0.177
H -1.992 -2.537 0.610 0.121
H -0.553 -2.389 2.507 0.116
H 1.807 -3.284 2.245 0.123
H 1.778 -1.543 2.204 0.120
H 3.173 -2.245 0.391 0.120
H 1.945 -3.337 -0.286 0.107
H 2.192 -0.354 -0.477 0.085
H 0.530 -0.546 -2.303 0.085
H 0.480 -3.161 -2.657 0.119
H -1.049 -2.311 -2.578 0.116
H -1.545 -3.965 -1.099 0.113
H 0.122 -4.227 -0.556 0.104
H 1.849 4.771 -3.803 0.068
H 3.439 4.035 -4.155 0.050
H 3.136 4.791 -2.563 0.062
O -1.599 3.298 -1.728 0.084
N -0.857 2.388 -1.931 -0.349
O 0.879 2.998 -1.846 -0.331
O -0.955 1.197 -1.952 0.025
```

2S+1: 2
Frontier orbital gap (spin up / spin down) in eV: 6.6 / 6.5
HOMO energy (spin up / spin down) in eV: -6.27 / -6.28
Expectation value of S²: 0.75
Energy relative to the best compared isomer or geometry (same formula, charge and spin) in kJ/mol: 0.00